Molecular formula: C8H22Cl2N6O12
Method: DFT, wB97M-V/def2-TZVPD

```
50
Properties=species:S:1:pos:R:3:forces:R:3
O 3.95033 -1.48916 3.97325 0.008 0.049 0.062
C -1.68258 1.23529 -0.59087 0.288 -0.822 0.210
O -0.38474 -6.53114 -1.08008 0.012 -0.127 -0.016
O -4.77624 5.60163 -0.78300 -0.019 -0.003 0.016
H 2.00502 -0.46560 3.03309 -0.065 0.003 -0.012
H -2.12976 -4.67761 0.17875 -0.048 0.173 0.057
O 2.39392 -2.30464 -3.89832 -0.142 0.045 0.073
H -1.30701 1.32852 0.42522 0.010 0.278 -0.030
C -1.14286 -4.51174 -0.23688 0.669 -0.251 -0.169
H -3.18300 5.55917 1.95875 -0.032 -0.134 -0.016
H 2.99596 0.24619 1.74244 0.414 -0.055 0.171
Cl -3.21920 0.33283 -0.45107 -0.107 0.167 -0.050
O -3.02292 4.49231 -0.21252 0.169 -0.145 0.061
H 0.16350 -3.04973 -4.98376 0.245 -0.260 0.139
H -1.85742 2.20472 -1.04516 -0.179 0.033 0.003
H -0.99989 -3.52903 -0.66913 -0.360 0.108 0.023
C -1.58414 2.01913 4.29251 -0.117 0.673 0.042
Cl 0.00158 -0.94866 -0.51229 -0.207 -0.089 0.011
N 1.32903 -1.71775 -3.86623 0.257 -0.295 -0.076
H -0.75134 -1.87403 -4.06166 0.093 0.030 0.201
H 0.03008 -3.22852 -3.19084 0.116 -0.157 -0.050
C 3.64835 -0.62372 -1.26039 -0.433 0.874 -0.390
O -1.44122 -5.21793 -2.42077 -0.006 0.029 -0.104
N -1.07895 0.99399 3.36785 0.452 -0.156 -0.001
O -1.84670 0.14277 2.99608 -0.211 -0.269 -0.217
N 3.82671 -1.44605 2.76981 0.138 0.052 -0.254
O 5.16243 1.01172 -0.62351 -0.143 0.062 -0.074
H -0.34491 -4.72578 0.46601 -0.205 -0.011 0.236
C -0.68823 0.44162 -1.41467 0.132 0.481 0.210
O 1.20360 -0.52213 -3.71813 -0.070 0.169 0.039
C 0.10430 -2.54330 -4.02543 -0.528 0.421 -0.326
H 2.21219 -1.29304 1.45151 -0.020 -0.091 0.098
H -1.14301 0.05246 -2.31687 0.100 0.016 -0.117
H 2.57034 -0.55081 -1.39756 0.114 -0.177 0.167
O 0.09501 1.07170 3.04800 -0.110 0.056 -0.048
C 2.67974 -0.68030 2.21646 -0.479 0.012 -0.027
H -2.61426 1.79167 4.53038 0.014 -0.090 0.142
H -1.51520 2.97601 3.77615 0.016 -0.069 -0.031
O 4.55863 -1.99952 1.97164 -0.022 0.062 -0.023
N -3.89323 5.31142 -0.00705 -0.113 -0.023 -0.213
N -0.97061 -5.50589 -1.33732 -0.066 0.104 0.002
H 0.16905 1.07404 -1.63827 -0.045 -0.040 -0.233
H 4.06321 -1.04071 -2.17300 0.189 -0.342 0.192
H -3.50377 7.04735 1.04967 -0.081 0.019 -0.014
H -0.92067 2.05545 5.14932 -0.059 -0.127 0.097
O 3.49894 1.62230 -1.84481 -0.289 0.345 -0.222
H 3.95475 -1.07523 -0.32616 0.171 -0.307 -0.165
H -4.88307 6.09680 1.65231 -0.016 0.003 0.017
N 4.13568 0.79507 -1.24112 0.450 -0.474 0.467
C -3.86744 6.04787 1.27768 0.118 0.250 0.149
```
Forces are in eV/Å.

Structure (SMILES) ... C[N+](=O)[O-].C[N+](=O)[O-].C[N+](=O)[O-].C[N+](=O)[O-].C[N+](=O)[O-].C[N+](=O)[O-].ClCCCl
Strongest force on any atom ... 1.1 eV/Å
Frontier orbital gap ... 10.47 eV
Multiplicity ... 1
E_HOMO ... -10.84 eV
Relative energy (zero: lowest compared OMol25 entry of this formula, charge and spin) ... 0.0 kcal/mol

Charges in e, computed with natural (NBO), in the same order as the atoms: atom 1 (O): -0.367, atom 2 (C): -0.388, atom 3 (O): -0.360, atom 4 (O): -0.364, atom 5 (H): 0.244, atom 6 (H): 0.240, atom 7 (O): -0.382, atom 8 (H): 0.220, atom 9 (C): -0.486, atom 10 (H): 0.224, atom 11 (H): 0.239, atom 12 (Cl): -0.068, atom 13 (O): -0.389, atom 14 (H): 0.241, atom 15 (H): 0.243, atom 16 (H): 0.237, atom 17 (C): -0.486, atom 18 (Cl): -0.100, atom 19 (N): 0.537, atom 20 (H): 0.224, atom 21 (H): 0.244, atom 22 (C): -0.500, atom 23 (O): -0.399, atom 24 (N): 0.535, atom 25 (O): -0.351, atom 26 (N): 0.534, atom 27 (O): -0.388, atom 28 (H): 0.231, atom 29 (C): -0.366, atom 30 (O): -0.380, atom 31 (C): -0.483, atom 32 (H): 0.229, atom 33 (H): 0.227, atom 34 (H): 0.229, atom 35 (O): -0.405, atom 36 (C): -0.492, atom 37 (H): 0.235, atom 38 (H): 0.234, atom 39 (O): -0.387, atom 40 (N): 0.536, atom 41 (N): 0.536, atom 42 (H): 0.240, atom 43 (H): 0.251, atom 44 (H): 0.240, atom 45 (H): 0.242, atom 46 (O): -0.381, atom 47 (H): 0.241, atom 48 (H): 0.237, atom 49 (N): 0.536, atom 50 (C): -0.485